72
Properties=species:S:1:pos:R:3 method="wB97M-V/def2-TZVPD" e_lumo_ha="0.003 / 0.009" largest_force_ha_per_bohr=0.03787 charge=0 homo_lumo_gap_ev="3.81 / 4.38" homo_energy_ev="-3.74 / -4.13" de_lowest_kj_mol=73.35
C 3.842 -2.925 2.931
C 3.520 -3.235 1.572
C 3.724 -2.064 0.790
H 3.251 -4.223 1.198
C 4.155 -1.021 1.650
C 4.249 -1.548 2.977
H 4.696 -1.051 3.838
H 3.928 -3.634 3.754
H 3.653 -1.998 -0.295
H 4.429 -0.010 1.350
Sn 1.483 -1.520 2.706
Si -0.403 0.272 0.420
C -1.082 -1.292 -0.295
C -2.473 -1.507 -0.283
H -3.136 -0.761 0.161
C -3.022 -2.635 -0.885
H -4.105 -2.701 -0.993
C -2.187 -3.652 -1.353
H -2.621 -4.553 -1.791
C -0.794 -3.507 -1.272
H -0.136 -4.313 -1.613
C -0.234 -2.331 -0.759
H 0.861 -2.226 -0.695
C 0.983 1.071 -0.474
C 1.248 0.755 -1.815
H 0.577 0.085 -2.356
C 2.403 1.250 -2.428
H 2.596 0.991 -3.469
C 3.298 2.056 -1.718
H 4.203 2.433 -2.202
C 3.025 2.392 -0.384
H 3.716 3.027 0.177
C 1.872 1.908 0.238
H 1.684 2.132 1.295
H 0.010 0.026 1.836
Si -2.962 2.351 -0.953
C -1.809 3.388 -1.951
C -2.015 3.480 -3.343
H -2.834 2.930 -3.813
C -1.181 4.273 -4.133
H -1.345 4.317 -5.208
C -0.152 5.013 -3.547
H 0.497 5.632 -4.165
C 0.035 4.960 -2.162
H 0.826 5.550 -1.697
C -0.792 4.167 -1.363
H -0.648 4.152 -0.278
C -3.698 1.063 -2.064
C -2.968 0.151 -2.845
H -1.883 0.082 -2.743
C -3.623 -0.720 -3.720
H -3.049 -1.483 -4.249
C -5.005 -0.627 -3.913
H -5.507 -1.289 -4.624
C -5.738 0.313 -3.179
H -6.816 0.404 -3.334
C -5.099 1.121 -2.235
H -5.680 1.825 -1.633
H -4.007 3.180 -0.324
Cl -1.988 1.699 0.925
N 2.213 -0.403 4.759
C 2.167 -1.328 5.941
C 1.054 -2.327 5.773
N 1.266 -3.113 4.522
H 3.146 0.012 4.667
H 1.587 0.389 4.918
H 3.141 -1.828 6.041
H 1.982 -0.735 6.847
H 1.046 -3.012 6.629
H 0.078 -1.829 5.710
H 2.078 -3.735 4.605
H 0.464 -3.713 4.322